{
  "formula": "C31H28CsN9O2S2",
  "method": "the ωB97M-V functional and the def2-TZVPD basis",
  "symbols": ["Cs", "C", "C", "N", "C", "S", "N", "N", "C", "C", "C", "C", "C", "C", "C", "N", "H", "H", "H", "H", "H", "H", "H", "H", "H", "H", "H", "H", "H", "N", "C", "N", "C", "N", "N", "C", "C", "C", "C", "C", "C", "N", "C", "C", "C", "C", "C", "C", "H", "H", "H", "H", "H", "H", "H", "H", "H", "H", "H", "O", "C", "O", "C", "C", "C", "C", "C", "C", "S", "H", "H", "H", "H"],
  "xyz": [[-1.58475, -0.72507, -0.62695], [2.82500, 1.66054, 3.94313], [1.84590, 1.74303, 2.77684], [0.90179, 0.65057, 2.76426], [1.12578, -0.57932, 2.24550], [2.60037, -0.92237, 1.45810], [0.14308, -1.45578, 2.50611], [-0.04716, -2.41958, 1.60569], [-0.56499, -3.53735, 2.00729], [-0.74319, -3.90394, 3.45630], [-0.98937, -4.49440, 0.97413], [-1.26687, -5.83157, 1.31007], [-1.67980, -6.71450, 0.33201], [-1.81532, -6.26997, -0.97527], [-1.52286, -4.93644, -1.22371], [-1.13776, -4.07552, -0.29507], [3.53196, 2.49249, 3.90814], [3.38504, 0.72615, 3.88836], [2.29357, 1.69839, 4.89568], [2.39895, 1.74463, 1.83423], [1.26205, 2.66236, 2.82653], [-0.05025, 0.84959, 3.03698], [-0.42641, -3.05759, 4.06167], [-0.13420, -4.77298, 3.72348], [-1.78378, -4.14053, 3.69732], [-1.15209, -6.16797, 2.33018], [-1.89337, -7.74629, 0.58895], [-2.13674, -6.92449, -1.77410], [-1.59503, -4.54175, -2.23710], [0.69986, 3.22490, -0.58514], [0.47938, 1.89936, -0.61813], [0.88436, 1.07412, -1.52179], [1.64027, 1.55601, -2.57661], [2.15523, 0.80158, -3.48741], [1.91070, -0.55100, -3.45724], [2.36846, -1.24916, -2.49972], [2.09889, -2.70790, -2.41989], [2.24350, -3.33716, -1.18313], [2.00277, -4.69528, -1.09528], [1.62579, -5.38520, -2.23694], [1.50440, -4.66783, -3.41938], [1.73397, -3.36596, -3.52734], [1.84214, 3.02077, -2.66783], [2.50235, 3.62225, -3.73741], [2.67035, 4.99244, -3.78888], [2.16506, 5.78763, -2.75857], [1.50420, 5.21542, -1.69276], [1.34170, 3.82714, -1.64098], [0.15877, 3.72157, 0.14674], [-0.09695, 1.55876, 0.23429], [2.91856, -0.81100, -1.66421], [2.49720, -2.75082, -0.30533], [2.08888, -5.19931, -0.13909], [1.41035, -6.44594, -2.21504], [1.20490, -5.17315, -4.33422], [2.87319, 2.97870, -4.52395], [3.18504, 5.44770, -4.62618], [2.28686, 6.86322, -2.79433], [1.10075, 5.81963, -0.89050], [-2.22747, 1.93645, -0.91630], [-3.15060, 1.84273, -0.07087], [-3.79399, 0.80035, 0.21058], [-3.59921, 3.12645, 0.61453], [-4.89917, 3.53108, 0.32419], [-5.43063, 4.71378, 0.81533], [-4.64114, 5.50030, 1.64528], [-3.35854, 5.09242, 1.96482], [-2.79386, 3.90792, 1.46308], [-1.17855, 3.45005, 1.99627], [-5.50015, 2.88536, -0.30564], [-6.44178, 5.01184, 0.56186], [-5.02873, 6.42877, 2.05385], [-2.74664, 5.69066, 2.63054]],
  "forces_ev_per_angstrom": [[0.51, -0.90, -0.04], [-0.01, -0.03, -0.02], [0.04, 0.06, -0.07], [-0.07, 0.01, 0.07], [0.10, 0.05, -0.03], [0.04, -0.06, -0.04], [-0.10, -0.05, 0.01], [0.16, -0.09, -0.05], [-0.13, -0.09, -0.08], [-0.02, 0.12, -0.02], [0.06, -0.01, 0.05], [0.00, -0.02, -0.02], [0.00, -0.03, 0.01], [0.01, 0.00, -0.01], [0.03, -0.03, -0.03], [-0.02, 0.21, -0.03], [0.02, 0.03, 0.00], [0.00, 0.01, 0.00], [-0.02, 0.00, 0.02], [-0.02, 0.00, 0.05], [0.00, 0.01, 0.02], [-0.02, 0.03, -0.01], [-0.01, -0.01, 0.00], [0.01, 0.00, 0.02], [-0.02, -0.02, 0.00], [0.00, 0.00, 0.02], [0.00, 0.00, 0.00], [0.00, -0.01, -0.01], [-0.03, -0.02, 0.11], [-0.11, -0.02, 0.05], [0.00, 0.02, 0.08], [0.01, -0.22, -0.05], [-0.01, -0.06, 0.03], [0.26, 0.13, 0.16], [-0.29, -0.13, 0.09], [-0.12, 0.14, -0.07], [0.11, 0.07, -0.14], [0.03, 0.05, 0.00], [-0.02, -0.06, 0.02], [0.03, 0.03, 0.00], [-0.01, -0.05, 0.03], [0.01, 0.04, 0.02], [0.02, -0.09, -0.08], [0.01, 0.01, -0.03], [-0.01, -0.01, 0.01], [0.00, -0.01, 0.00], [0.01, 0.00, 0.00], [0.00, 0.11, 0.01], [0.11, -0.06, -0.06], [0.05, 0.03, 0.02], [-0.03, 0.03, 0.00], [-0.04, -0.02, -0.01], [-0.02, 0.01, -0.02], [0.00, -0.01, 0.00], [0.00, -0.01, -0.01], [0.00, -0.01, 0.00], [0.00, 0.00, 0.00], [0.00, 0.02, 0.00], [-0.01, 0.01, 0.02], [-0.10, 0.32, -0.08], [-0.28, 0.48, 0.18], [-0.11, 0.04, 0.01], [-0.05, -0.01, -0.10], [-0.01, 0.02, -0.01], [-0.02, 0.01, 0.01], [-0.04, 0.02, 0.00], [0.05, 0.05, 0.02], [0.07, -0.06, 0.11], [0.01, 0.03, -0.06], [-0.02, -0.01, -0.01], [-0.01, 0.00, 0.00], [0.00, 0.00, 0.00], [-0.01, 0.00, -0.01]],
  "mulliken_charge": [1.25, -1.39, -0.21, -0.12, 0.26, -0.47, -0.97, 0.42, 0.26, -1.49, 0.63, -0.85, -0.35, -0.71, -0.24, 0.07, 0.41, 0.30, 0.33, 0.17, 0.32, 0.31, 0.38, 0.27, 0.33, 0.29, 0.39, 0.40, 0.40, 0.44, -0.88, -0.01, 0.47, -0.66, -0.52, -0.37, 0.83, 0.31, -0.55, -0.36, -0.34, -0.57, 0.57, -0.26, -0.69, -0.31, -0.64, -0.03, -0.26, 0.41, 0.28, -0.11, 0.39, 0.39, 0.38, 0.46, 0.36, 0.38, 0.46, -0.72, 0.37, -0.88, -0.01, -0.60, -0.53, -0.48, -0.61, 0.69, -0.55, 0.37, 0.33, 0.31, 0.35],
  "homo_lumo_gap_ev": 5.30,
  "e_lumo_ha": 0.13462,
  "charge": -2,
  "homo_ev": -1.632
}

---

{
  "formula": "C31H28F5NO2",
  "method": "the ωB97M-V functional and the def2-TZVPD basis",
  "symbols": ["C", "N", "O", "O", "H", "H", "H", "F", "C", "C", "C", "C", "C", "C", "H", "H", "H", "H", "H", "F", "C", "C", "C", "C", "C", "C", "H", "H", "H", "H", "H", "F", "C", "C", "C", "C", "C", "C", "H", "H", "H", "H", "H", "F", "C", "C", "C", "C", "C", "C", "H", "H", "H", "H", "H", "F", "C", "C", "C", "C", "C", "C", "H", "H", "H", "H", "H"],
  "xyz": [[-9.33697, -17.63988, 2.53615], [-8.63316, -18.62856, 3.42335], [-7.77223, -19.32404, 2.93523], [-8.93954, -18.67508, 4.58749], [-10.30881, -17.54457, 2.95798], [-9.28627, -18.02044, 1.53798], [-8.78741, -16.71743, 2.62738], [-9.42560, -20.82242, 1.05109], [-10.69641, -20.61938, 1.50776], [-11.00251, -21.12492, 2.72404], [-12.33042, -20.98326, 3.16027], [-13.30527, -20.42065, 2.39154], [-12.96165, -19.90059, 1.12405], [-11.66211, -19.96998, 0.65160], [-10.33519, -21.67649, 3.38100], [-12.60790, -21.24642, 4.15665], [-14.32144, -20.31780, 2.73230], [-13.63439, -19.41028, 0.47030], [-11.35500, -19.54628, -0.27673], [-3.83324, -15.36095, -1.15678], [-4.68860, -16.40529, -0.88425], [-4.77838, -17.47103, -1.76051], [-5.46296, -18.58645, -1.33202], [-6.01156, -18.60773, -0.02743], [-5.88507, -17.49908, 0.76390], [-5.25724, -16.34673, 0.35447], [-4.25689, -17.40957, -2.71393], [-5.60465, -19.35110, -2.07077], [-6.60999, -19.44726, 0.30931], [-6.33180, -17.53856, 1.73248], [-5.07645, -15.51401, 0.98884], [-12.59954, -17.51747, -0.90953], [-11.59131, -16.76090, -0.48247], [-11.71916, -15.78314, 0.48073], [-10.60534, -15.07572, 0.90916], [-9.35110, -15.32774, 0.37106], [-9.19035, -16.35956, -0.53491], [-10.33834, -17.05148, -0.95969], [-12.68572, -15.64846, 0.93610], [-10.74237, -14.29914, 1.68301], [-8.50851, -14.74384, 0.65151], [-8.20228, -16.74338, -0.88175], [-10.23725, -17.87179, -1.63596], [-3.27550, -17.52300, 2.67961], [-3.88730, -16.80535, 3.62815], [-3.24152, -15.73142, 4.14800], [-3.84225, -15.11624, 5.26542], [-5.06665, -15.57627, 5.77956], [-5.66671, -16.70438, 5.25205], [-5.09528, -17.34972, 4.15199], [-2.31418, -15.32228, 3.73928], [-3.48083, -14.25823, 5.77561], [-5.44818, -15.02052, 6.67097], [-6.60461, -17.01790, 5.70357], [-5.44121, -18.35558, 3.93032], [-10.96897, -15.28836, 4.96636], [-10.14702, -15.48777, 6.05507], [-9.43132, -14.44886, 6.58760], [-8.50306, -14.73061, 7.59623], [-8.31655, -16.04081, 8.03778], [-9.12296, -17.06184, 7.56447], [-10.03977, -16.77578, 6.56760], [-9.44651, -13.44204, 6.18158], [-7.78339, -13.96677, 7.87783], [-7.66113, -16.26223, 8.85818], [-9.03766, -18.07937, 7.91709], [-10.76597, -17.44410, 6.10678]],
  "forces_ev_per_angstrom": [[0.78, -0.61, 0.83], [0.18, -0.03, -0.43], [0.39, -0.07, -0.46], [-0.44, 0.18, 0.67], [-0.82, 0.20, 0.01], [-0.13, -0.13, -0.46], [0.17, 0.27, 0.04], [-0.55, 0.40, -0.11], [-0.16, 0.37, -1.97], [-1.09, -0.34, 1.15], [0.19, 0.19, 0.20], [0.01, 0.81, -1.40], [1.07, -0.37, 0.31], [1.09, -1.23, 2.26], [0.33, 0.33, -0.43], [0.08, -0.54, 0.52], [-0.11, -0.06, 0.19], [-0.97, 0.32, -0.23], [0.11, 0.03, -0.46], [-0.59, -0.45, -0.55], [1.44, 1.11, -0.04], [0.47, 0.61, 0.02], [-0.58, 0.34, 0.59], [-0.05, -0.58, -1.68], [-0.74, 0.02, 0.71], [0.19, -0.86, -0.43], [-0.24, -0.08, 0.16], [-0.07, -0.66, 0.18], [0.22, -0.02, 0.05], [-0.16, 0.02, 0.57], [-0.01, 0.56, 0.41], [-0.77, 0.06, -0.03], [1.45, 0.43, 0.36], [-0.72, -0.22, 0.32], [-0.25, 0.66, 0.23], [-0.17, -0.19, -0.22], [-0.33, -0.92, -0.59], [1.07, -0.02, -0.10], [-0.19, 0.27, 0.09], [0.15, -0.51, -0.53], [0.57, 0.35, 0.40], [-0.83, 0.73, 0.26], [0.08, -0.40, -0.45], [0.17, -0.08, -0.60], [-1.35, -1.95, 0.52], [0.01, 1.76, 1.16], [-1.39, -0.86, -0.37], [1.06, 1.01, 0.59], [-0.34, 0.22, -0.37], [0.96, 0.55, 0.92], [-0.30, -0.45, 0.02], [0.89, 0.61, -0.05], [0.02, -0.77, -0.93], [0.15, -0.39, -0.17], [0.04, 0.31, -0.65], [0.46, -0.04, 0.88], [-0.17, -0.35, -0.07], [0.92, 0.63, 0.01], [0.43, -0.56, -0.62], [-0.57, 0.39, 0.47], [-0.44, 0.02, -0.56], [-1.03, 0.49, -0.87], [-0.31, -0.17, -0.06], [-0.40, 0.05, 0.29], [0.52, 0.06, 0.06], [0.06, 0.02, 0.14], [0.55, -0.47, 0.36]],
  "nbo_charge": [-0.48, 0.54, -0.39, -0.39, 0.24, 0.24, 0.24, -0.33, 0.40, -0.31, -0.18, -0.24, -0.18, -0.29, 0.24, 0.21, 0.22, 0.22, 0.23, -0.34, 0.41, -0.30, -0.19, -0.23, -0.19, -0.30, 0.23, 0.22, 0.23, 0.22, 0.23, -0.32, 0.38, -0.29, -0.20, -0.24, -0.21, -0.25, 0.23, 0.23, 0.22, 0.24, 0.22, -0.33, 0.47, -0.33, -0.18, -0.24, -0.19, -0.33, 0.24, 0.21, 0.21, 0.23, 0.25, -0.34, 0.39, -0.29, -0.20, -0.23, -0.20, -0.26, 0.23, 0.22, 0.22, 0.23, 0.24],
  "homo_lumo_gap_ev": 9.63,
  "e_lumo_ha": 0.01619,
  "smiles": "C[N+](=O)[O-].Fc1ccccc1.Fc1ccccc1.Fc1ccccc1.Fc1ccccc1.Fc1ccccc1",
  "homo_ev": -9.188
}